Below is C3H6N4O in the gas phase in a non-equilibrium geometry, with properties calculated with the ωB97M-V functional and the def2-TZVPD basis.

Geometry (Å):
O (0.643, 1.948, 0.153)
N (-1.227, 0.709, -0.246)
N (-0.489, -1.346, -0.098)
N (-1.591, -0.684, -0.273)
N (-2.088, 1.740, -0.578)
C (1.856, -1.136, 0.553)
C (0.586, -0.602, 0.104)
C (0.147, 0.872, -0.067)
H (2.349, -1.880, -0.221)
H (-2.253, 2.355, 0.251)
H (2.485, -0.318, 0.759)
H (-1.916, 2.227, -1.422)
H (-2.224, -0.934, -1.081)
H (1.835, -1.656, 1.495)

Calculated values
energy relative to the best compared isomer or geometry (same formula, charge and spin) = 319.9 kJ/mol
structure (SMILES) = Cc1n[nH]n(N)c1=O
2S+1 = 1
Kohn-Sham gap = 9.44 eV
E_HOMO = -8.692 eV
strongest force on any atom = 0.0766 Eh/bohr

These are the Mulliken partial charges, in e, on atoms 1 to 8: number 1, O, carries -0.65; number 2, N, carries 0.47; number 3, N, carries -0.46; number 4, N, carries -0.16; number 5, N, carries -0.76; number 6, C, carries -1.14; number 7, C, carries 0.39; number 8, C, carries 0.66